(1)
Entry from OMol25: a cluster of 2 separate species, C5H8NO in total (ωB97M-V with the def2-TZVPD basis set).

As for the total charge: +1. For the HOMO energy (alpha / beta), the calculation gives -12.185 / -12.181 eV. The spin multiplicity is 1. For the HOMO-LUMO gap (alpha / beta), the calculation gives 0.264 / 0.264 hartree.

Positions of all 15 atoms, in Å:
O1 1.16088 2.89158 0.23146
N1 0.43670 -0.13912 1.06217
C1 -0.56004 -0.95396 -0.92078
C2 0.41713 0.89577 0.26125
C3 -0.49664 -1.17816 0.60097
C4 -0.22285 0.57724 -1.05405
C5 1.98987 3.37068 0.85300
H1 0.45649 0.91442 -1.76133
H2 -1.43741 -1.10533 1.14423
H3 0.74665 0.04548 1.99558
H4 -0.97725 1.25861 -1.14832
H5 2.80343 3.73590 1.44202
H6 -1.58098 -1.10235 -1.12918
H7 0.11943 -1.51316 -1.38044
H8 -0.05366 -2.14740 0.83766

---

(2)
Entry from OMol25: the ion C5H8NO with charge +1 (ωB97M-V with the def2-TZVPD basis set).

As for the total charge: +1. For the HOMO energy, the calculation gives -15.324 eV. The spin multiplicity is 1. For the HOMO-LUMO gap, the calculation gives 0.349 hartree.

Positions of all 15 atoms, in Å:
O1 0.84885 -1.14308 1.09349
N1 1.55118 1.18356 0.15074
C1 -0.05270 -0.39298 0.56914
C2 -1.11853 -2.47033 0.65690
C3 0.12372 1.10871 0.28473
C4 -1.31373 -1.14796 0.40985
C5 0.70390 1.50893 -0.96223
H1 -1.95080 -3.12583 0.67395
H2 1.95836 2.06113 0.47154
H3 -2.22784 -0.60720 0.38031
H4 0.66450 2.47143 -1.27388
H5 -0.05359 -2.73719 0.59811
H6 -0.63141 1.62485 0.81906
H7 0.60095 0.77717 -1.63142
H8 1.82843 -0.86121 0.89003

---

Energies relative to the most stable structure are (1) 178.0; (2) 0.0, reported in kJ/mol.

---

(1)
Entry from OMol25: the ion C5H8NO with charge +1 (ωB97M-V with the def2-TZVPD basis set).

As for the total charge: +1. The SMILES is CC[n+]1ccoc1. For the HOMO energy, the calculation gives -15.113 eV. The spin multiplicity is 1. For the HOMO-LUMO gap, the calculation gives 0.401 hartree.

Positions of all 15 atoms, in Å:
O1 2.81603 -0.61714 0.30580
N1 0.78360 -0.10110 -0.37747
C1 1.52651 1.09379 -0.35367
C2 2.82660 0.73204 0.06852
C3 -1.48585 -0.19442 0.62814
C4 1.60973 -1.04830 0.02526
C5 -0.61381 -0.36545 -0.64766
H1 -0.65079 -1.34128 -1.14652
H2 -0.67856 -0.23916 1.54462
H3 -2.01562 0.74176 0.67933
H4 -2.22864 -0.99704 0.65464
H5 1.61217 -2.11201 -0.08780
H6 1.26351 2.12202 -0.28294
H7 -0.98490 0.26792 -1.42340
H8 3.74585 1.10773 0.50843

---

(2)
Entry from OMol25: the ion C5H8NO with charge +1 (ωB97M-V with the def2-TZVPD basis set).

As for the total charge: +1. The SMILES is C#C[C@H]1COC[NH2+]1. For the HOMO energy, the calculation gives -14.655 eV. The spin multiplicity is 1. For the HOMO-LUMO gap, the calculation gives 0.402 hartree.

Positions of all 15 atoms, in Å:
O1 1.33411 0.86339 0.63813
N1 0.32510 -1.10399 0.13538
C1 -0.54996 -0.07924 -0.58266
C2 -1.76003 0.12931 0.22394
C3 0.44402 1.35696 -0.43162
C4 1.65510 -0.48875 0.41811
C5 -2.91944 0.16156 0.47873
H1 -3.77186 0.58356 0.92063
H2 -0.21818 -1.35367 1.01197
H3 1.08316 1.42664 -1.25180
H4 2.09427 -0.79686 1.27610
H5 0.05847 2.31442 -0.23842
H6 2.40066 -0.82723 -0.35841
H7 0.54011 -1.88211 -0.53553
H8 -0.71552 -0.30398 -1.70454

---

(3)
Entry from OMol25: the ion C5H8NO with charge +1 (ωB97M-V with the def2-TZVPD basis set).

As for the total charge: +1. The SMILES is O=[N+]1CC12CCC2. For the HOMO energy, the calculation gives -15.607 eV. The spin multiplicity is 1. For the HOMO-LUMO gap, the calculation gives 0.329 hartree.

Positions of all 15 atoms, in Å:
O1 -1.28669 -0.08295 -2.88734
N1 -1.09436 0.25137 -1.81501
C1 -0.58820 0.19053 -0.58715
C2 0.80111 0.67580 -0.14482
C3 -0.29299 -1.05149 0.13179
C4 -1.80778 1.11279 -0.64910
C5 1.27940 -0.73947 0.31805
H1 -2.84731 0.93888 -0.52760
H2 1.81467 -1.27231 -0.45017
H3 1.37913 1.00096 -0.98547
H4 0.66959 1.43292 0.61841
H5 -1.46996 2.05906 -0.61799
H6 -0.52541 -1.86679 -0.47593
H7 -0.88446 -0.98356 1.11563
H8 1.66172 -0.72802 1.35975

---

Energies relative to the most stable structure are (1) 0.0; (2) 235.5; (3) 493.1, reported in kJ/mol.

---

(1)
Entry from OMol25: a structure of composition CH4N3P (ωB97M-V with the def2-TZVPD basis set).

As for the total charge: 0. For the HOMO energy, the calculation gives -8.734 eV. The spin multiplicity is 1. For the HOMO-LUMO gap, the calculation gives 0.344 hartree.

Positions of all 9 atoms, in Å:
P1 -1.13104 -0.22198 0.59843
N1 1.09015 0.47160 -0.74107
N2 0.87011 -0.69698 -0.99350
N3 -0.01140 -1.29257 -0.28043
C1 0.09996 1.09571 0.03008
H1 -0.30526 1.87633 -0.54005
H2 0.42584 1.66531 0.86402
H3 -0.79370 -0.48237 1.99149
H4 -0.24466 -2.41505 -0.92897

---

(2)
Entry from OMol25: the molecule CH4N3P (ωB97M-V with the def2-TZVPD basis set).

As for the total charge: 0. The SMILES is N#CP(N)N. For the HOMO energy, the calculation gives -9.486 eV. The spin multiplicity is 1. For the HOMO-LUMO gap, the calculation gives 0.358 hartree.

Positions of all 9 atoms, in Å:
P1 0.28753 0.17424 -0.86270
N1 -1.32394 0.36901 -0.46038
N2 1.42282 1.89290 1.25559
N3 0.52417 -1.54746 0.26774
C1 0.94705 1.35874 0.35537
H1 1.60034 -1.78297 0.10801
H2 -1.39214 0.82226 0.48559
H3 -2.07833 0.88086 -0.89690
H4 0.01250 -2.16758 -0.25232

---

(3)
Entry from OMol25: a cluster of 2 separate species, CH4N3P in total (ωB97M-V with the def2-TZVPD basis set).

As for the total charge: 0. For the HOMO energy (alpha / beta), the calculation gives -10.850 / -7.823 eV. The spin multiplicity is 1. For the HOMO-LUMO gap (alpha / beta), the calculation gives 0.368 / 0.265 hartree.

Positions of all 9 atoms, in Å:
P1 0.66630 -0.65329 -0.87321
N1 1.47343 -1.18206 0.47169
N2 -2.04326 -1.26546 -0.03114
N3 -0.57469 2.28066 -0.61747
C1 -0.96164 -1.04371 -0.35553
H1 -0.54198 2.27493 0.40393
H2 2.47678 -1.07651 0.50072
H3 -1.54152 2.07055 -0.85655
H4 1.04658 -1.40511 1.35757

---

Energies relative to the most stable structure are (1) 227.9; (2) 0.0; (3) 160.6, reported in kJ/mol.

---

(1)
Entry from OMol25: a cluster of 2 separate species, C2H4Cl2OSi in total (ωB97M-V with the def2-TZVPD basis set).

As for the total charge: 0. The SMILES is C=C[Si](=O)Cl.Cl. For the HOMO energy, the calculation gives -10.604 eV. The spin multiplicity is 1. For the HOMO-LUMO gap, the calculation gives 0.358 hartree.

Positions of all 10 atoms, in Å:
Cl1 -2.18429 -1.93328 2.70589
Cl2 0.00823 -1.95146 -1.54831
Si1 0.41076 -0.87757 0.07840
O1 0.45784 -1.55499 1.38501
C1 0.53371 1.58693 -1.37196
C2 0.30661 0.99101 -0.20096
H1 0.54341 2.72934 -1.51627
H2 0.00633 1.62879 0.66770
H3 -1.07876 -1.67824 1.98827
H4 0.99618 1.05947 -2.18778

---

(2)
Entry from OMol25: a cluster of 2 separate species, C2H4Cl2OSi in total (ωB97M-V with the def2-TZVPD basis set).

As for the total charge: 0. The SMILES is C=C[Si](=O)Cl.Cl. For the HOMO energy, the calculation gives -10.703 eV. The spin multiplicity is 1. For the HOMO-LUMO gap, the calculation gives 0.373 hartree.

Positions of all 10 atoms, in Å:
Cl1 4.81193 -0.93391 0.05896
Cl2 -0.27250 2.79415 -0.06309
Si1 0.26451 0.81494 -0.05399
O1 1.67023 0.24737 -0.04174
C1 -1.16709 -0.36682 -0.29253
C2 -2.30033 -0.39571 0.40936
H1 -1.13638 -1.09386 -1.06569
H2 -2.85857 -1.19587 0.05632
H3 -2.59172 0.49128 0.92432
H4 3.57993 -0.36159 0.06808

---

Energies relative to the most stable structure are (1) 0.0; (2) 23.7, reported in kJ/mol.